No. 1
{"formula": "C21H39Cl12F2N3O12", "method": "ωB97M-V/def2-TZVPD", "multiplicity": 1, "e_homo_ev": -10.3, "orbital_gap_ev": 10.3081, "lumo_energy_ev": -0.02, "symbols": ["O", "C", "O", "C", "C", "F", "O", "H", "H", "H", "O", "C", "O", "C", "C", "F", "O", "H", "H", "H", "C", "N", "O", "O", "H", "H", "H", "C", "N", "O", "O", "H", "H", "H", "C", "N", "O", "O", "H", "H", "H", "Cl", "C", "C", "Cl", "H", "H", "H", "H", "Cl", "C", "C", "Cl", "H", "H", "H", "H", "Cl", "C", "C", "Cl", "H", "H", "H", "H", "Cl", "C", "C", "Cl", "H", "H", "H", "H", "Cl", "C", "C", "Cl", "H", "H", "H", "H", "Cl", "C", "C", "Cl", "H", "H", "H", "H"], "coordinates": [[-0.724254, 5.941006, 2.385919], [-1.323170, 5.057646, 1.948633], [-2.609979, 5.142624, 1.541550], [-3.075950, 3.808415, 1.374064], [-1.791672, 3.029133, 1.098046], [-1.471606, 3.063257, -0.262269], [-0.853727, 3.790689, 1.800794], [-3.545287, 3.504244, 2.314603], [-3.788428, 3.677745, 0.562871], [-1.856019, 1.997768, 1.418764], [0.052147, -0.021871, -3.792169], [-0.466008, 0.817787, -4.462680], [-1.714014, 1.319265, -4.233376], [-2.078362, 2.066954, -5.403096], [-0.738187, 2.364654, -6.076081], [-0.218262, 3.486678, -5.594055], [0.039867, 1.318121, -5.652171], [-2.784806, 1.510978, -6.038847], [-2.662964, 2.960948, -5.163195], [-0.841710, 2.460315, -7.151256], [-5.524256, 0.502611, -1.235129], [-6.026069, 1.931031, -1.315710], [-6.130849, 2.442484, -2.424632], [-6.217595, 2.515952, -0.253866], [-5.928032, 0.085963, -0.327797], [-4.446596, 0.652377, -1.143217], [-5.751211, 0.029824, -2.177919], [2.188158, -5.346890, -0.792518], [1.041786, -4.735128, -0.094032], [0.286313, -4.077387, -0.744249], [0.953172, -4.910085, 1.078198], [1.977043, -5.360631, -1.854458], [2.251061, -6.392563, -0.506990], [3.064861, -4.758098, -0.558185], [-1.027326, -4.219727, 4.799440], [-0.627379, -3.216314, 3.764239], [-1.441336, -2.928281, 2.925388], [0.523198, -2.831653, 3.771632], [-0.391547, -4.090553, 5.659929], [-0.920748, -5.215067, 4.376994], [-2.088176, -4.075702, 4.986850], [2.201786, 4.716131, 6.459863], [0.872872, 4.044068, 5.511580], [1.261962, 3.043738, 4.479793], [2.329562, 3.791426, 3.236394], [0.272824, 4.836285, 5.061020], [0.165145, 3.594994, 6.217109], [0.379644, 2.770923, 3.903063], [1.773407, 2.161533, 4.846558], [2.190421, 3.378463, -3.504156], [3.221855, 3.784307, -2.126389], [2.424063, 4.037751, -0.890813], [1.617797, 5.614607, -0.968150], [3.849123, 4.632710, -2.372939], [3.867076, 2.925147, -1.956100], [3.074160, 4.023463, -0.016552], [1.697679, 3.242727, -0.720472], [-2.161654, -0.671367, 0.128714], [-0.453531, -1.175303, 0.161041], [0.468760, -0.008613, 0.295668], [0.349193, 0.609193, 1.969359], [-0.290384, -1.696269, -0.776667], [-0.297840, -1.887677, 0.967877], [0.164745, 0.793592, -0.363351], [1.492971, -0.314239, 0.135668], [-3.655933, -6.534436, -1.739280], [-2.562125, -5.269273, -1.090850], [-3.247766, -4.274121, -0.170306], [-4.757184, -3.621905, -0.831105], [-2.188726, -4.747894, -1.963824], [-1.791959, -5.791657, -0.538512], [-2.547163, -3.446563, -0.049563], [-3.404443, -4.682120, 0.824143], [2.966874, -2.237408, 1.324739], [4.236636, -1.022802, 1.622044], [4.608789, -0.950237, 3.072664], [3.250570, -0.608284, 4.175858], [3.887056, -0.055537, 1.268798], [5.118235, -1.310928, 1.055935], [5.308893, -0.132659, 3.213109], [5.019896, -1.896725, 3.403182], [3.258783, -3.534084, -3.705972], [2.958283, -1.784544, -3.409412], [3.490890, -1.394598, -2.049588], [3.943448, 0.315195, -2.030672], [1.876157, -1.719070, -3.451151], [3.384943, -1.210911, -4.221121], [4.288618, -2.056371, -1.698211], [2.773510, -1.579179, -1.239039]], "atomic_forces_ev_per_a": [[1.8, 2.2, 1.2], [-1.6, -1.2, -1.0], [-0.2, -0.4, -0.3], [-0.1, -0.5, -0.3], [-0.8, 0.7, -0.2], [-0.1, -0.1, 0.8], [0.3, -0.8, -0.2], [0.1, -0.2, -0.1], [0.0, 0.5, -0.1], [0.5, -0.1, 0.0], [0.0, 0.8, -0.5], [-0.6, -0.7, 0.0], [0.8, 0.1, -0.8], [-1.0, 0.5, -0.2], [-2.0, -0.5, 0.0], [0.7, 1.6, 0.4], [0.6, -1.2, 0.7], [0.6, -0.4, 0.1], [0.6, 0.0, 0.5], [0.4, -0.4, -0.2], [0.3, 1.4, -0.1], [0.0, 0.5, -0.1], [0.0, -0.6, 1.0], [0.1, -0.5, -0.8], [-0.2, -0.3, 0.0], [0.0, -0.3, 0.0], [-0.2, -0.3, 0.1], [-0.1, -0.8, -0.8], [1.0, -0.5, -0.7], [-1.2, 1.0, -1.1], [-0.1, -0.4, 2.1], [0.0, 0.5, -0.1], [0.3, 0.1, 0.6], [0.2, -0.1, 0.1], [-0.5, 0.1, -0.2], [0.9, -0.8, 0.1], [-0.8, 0.3, -0.4], [-0.1, 0.1, 0.2], [0.0, 0.0, 0.2], [0.3, 0.1, -0.2], [0.1, 0.2, 0.2], [0.2, 0.1, 0.0], [-1.3, 0.1, 0.5], [0.3, 0.1, -0.9], [0.1, -0.1, 0.1], [0.5, 0.3, -0.1], [0.3, -0.3, 0.0], [-0.1, -0.2, 0.2], [0.0, 0.0, 0.2], [-0.1, 0.1, -0.3], [0.4, -0.4, 0.1], [0.0, -0.3, 0.5], [-0.2, 0.0, 0.1], [0.0, 0.1, -0.2], [0.0, 0.0, 0.0], [0.1, 0.3, 0.0], [-0.2, 0.2, -0.2], [-0.2, 0.0, 0.2], [0.2, -0.6, -0.3], [-0.5, 0.2, 0.3], [0.3, 0.1, 0.2], [0.1, 0.1, -0.2], [-0.2, 0.0, 0.1], [0.2, 0.2, -0.2], [0.2, 0.0, -0.1], [0.0, -0.1, 0.2], [-0.8, 0.1, -0.2], [0.7, -0.1, 0.1], [0.0, 0.1, 0.1], [0.3, -0.1, 0.0], [0.3, 0.1, -0.1], [-0.1, 0.1, 0.0], [-0.4, -0.1, -0.1], [0.0, -0.2, 0.1], [-0.1, 0.3, 0.0], [-0.1, -0.1, 0.4], [-0.1, 0.1, -0.1], [-0.2, 0.0, -0.1], [0.0, 0.0, -0.1], [0.2, -0.1, 0.0], [0.2, 0.0, 0.1], [0.2, 0.0, -0.1], [-0.6, -0.5, 0.1], [-0.3, -0.9, 0.9], [0.1, 0.0, 0.2], [0.0, 0.4, 0.0], [0.2, 0.0, 0.0], [0.5, 0.5, -0.6], [-0.3, 0.4, -0.5]], "mulliken_charge": [-0.465, 0.401, -0.360, -0.484, 0.201, -0.274, 0.036, 0.288, 0.335, 0.260, -0.408, 0.462, -0.248, -0.492, 0.320, -0.254, -0.294, 0.284, 0.319, 0.269, -0.510, 0.899, -0.535, -0.538, 0.298, 0.117, 0.262, -0.754, 0.981, -0.456, -0.538, 0.252, 0.317, 0.234, -0.835, 0.927, -0.520, -0.471, 0.311, 0.264, 0.313, -0.201, -0.365, -0.043, -0.180, 0.227, 0.355, -0.177, 0.324, -0.105, -0.338, 0.290, -0.192, 0.413, 0.035, 0.231, -0.324, -0.056, 0.060, 0.611, -0.082, 0.184, 0.033, 0.264, -0.912, -0.204, -0.262, 0.442, -0.194, 0.250, 0.138, -0.532, 0.307, 0.005, -0.520, -0.696, -0.139, 0.251, 0.383, 0.389, 0.354, -0.239, -0.228, 0.274, -0.159, 0.034, 0.467, 0.373, -0.462]}

---

No. 2
{"formula": "C14H35GeIrNO2Si2", "method": "ωB97M-V/def2-TZVPD", "charge": -1, "s2": 6.0131, "multiplicity": 5, "e_homo_ev": [-4.5, -4.5], "orbital_gap_ev": [6.4357, 5.7406], "lumo_energy_ev": [1.96, 1.29], "symbols": ["Ir", "N", "C", "C", "C", "O", "O", "H", "H", "H", "H", "H", "H", "C", "Ge", "C", "C", "C", "H", "H", "H", "H", "H", "H", "H", "H", "H", "H", "C", "Si", "C", "C", "C", "Si", "C", "C", "C", "H", "H", "H", "H", "H", "H", "H", "H", "H", "H", "H", "H", "H", "H", "H", "H", "H", "H", "H"], "coordinates": [[-0.929335, -0.702616, 0.405045], [-0.494335, 1.313224, -1.215896], [-1.630275, 2.111035, -1.603628], [-1.927047, 3.110199, 0.033114], [-2.447218, 2.310944, 1.075533], [-3.445610, 3.409174, 1.512493], [-2.242160, 1.243247, 1.432639], [0.481270, 2.205621, -0.925919], [-0.290593, 0.987942, -1.949843], [-2.629442, 1.137292, -1.794500], [-1.774516, 3.044988, -2.289880], [-2.257760, 3.951612, -0.599512], [-1.050345, 3.530604, -0.172504], [0.106894, -2.923390, -3.892412], [-1.192183, -2.891184, -2.031939], [0.639806, -3.906470, -0.914771], [-1.925209, -4.852256, -2.098156], [-1.818101, -1.655413, -0.950143], [0.653342, -3.676193, -4.156889], [0.842278, -2.170861, -4.089114], [-0.487478, -2.562465, -4.657710], [0.908362, -5.101817, -1.244454], [0.480012, -4.716635, 0.055982], [1.447889, -3.267101, -0.302886], [-1.786636, -5.843090, -2.932314], [-3.021675, -4.704327, -2.793965], [-2.205285, -4.645534, -1.298399], [-2.373891, -1.019184, -1.617100], [-1.899727, -2.303425, 2.534924], [-0.408204, -1.663442, 3.195872], [-0.315490, -1.457118, 5.290467], [0.316101, -3.776806, 3.927783], [0.624923, -0.886599, 1.932849], [2.510991, -1.246487, 1.859635], [3.691287, -0.711441, 3.124736], [3.142139, -3.142122, 1.727771], [3.195571, -0.969533, 0.203649], [-2.740016, -2.967696, 3.153892], [-2.257158, -3.097511, 1.511599], [-2.604052, -1.162181, 2.037834], [-0.933457, -2.071064, 5.662095], [-0.679755, -0.276007, 5.064556], [0.751960, -0.997296, 5.428768], [-0.471750, -4.287722, 3.940121], [1.203887, -3.909059, 4.183108], [0.350487, -4.069214, 2.999143], [0.737501, -0.054860, 2.212552], [3.196503, -0.082457, 4.060241], [3.568875, 1.065524, 3.026581], [4.667903, -0.468836, 3.082183], [3.202486, -3.407037, 2.693969], [4.321223, -3.012043, 1.502260], [2.513525, -3.572581, 1.256354], [2.742531, -0.054633, 0.429503], [2.545357, -0.988744, -0.773092], [4.121236, -0.623649, 0.473237]], "atomic_forces_ev_per_a": [[1.2, 1.8, 1.1], [0.0, 9.8, 12.4], [-5.1, -0.1, 3.7], [-0.8, -1.6, -7.7], [-6.8, 12.4, 0.2], [3.4, -5.3, -0.1], [1.5, -7.3, 2.4], [-3.6, -3.7, -1.2], [5.2, -6.8, -13.1], [2.9, 3.4, 0.4], [1.2, -2.3, 0.4], [-2.8, -0.1, 1.5], [5.4, 0.5, 1.2], [-3.2, 5.5, 3.1], [7.1, -7.0, -2.8], [0.0, -3.3, 3.2], [0.2, -2.0, -18.7], [-1.9, 1.3, -0.6], [2.3, -5.6, -0.8], [0.9, 1.3, 1.3], [-2.1, -0.2, -1.9], [0.4, 3.6, -0.9], [-1.1, 2.7, -1.0], [-1.2, -1.5, -2.3], [0.9, 2.8, 3.7], [2.3, 0.2, 2.1], [-4.6, 0.4, 13.7], [-1.1, 0.8, 0.0], [-8.7, -1.5, -3.9], [3.7, -5.2, 4.9], [5.2, 11.9, -7.8], [-2.3, 8.5, -2.3], [-0.1, -11.0, -3.2], [-0.8, -5.3, -1.5], [-5.1, 6.6, 2.8], [9.3, 8.5, 5.5], [-4.1, 1.1, -1.9], [2.2, 2.4, -0.6], [2.4, 2.5, 2.6], [1.6, -3.2, 1.7], [-4.0, -4.5, 3.4], [-0.5, -2.6, 1.9], [-1.7, -2.5, 0.5], [-6.7, -4.4, 2.9], [7.3, -1.4, 3.7], [1.4, -1.4, -6.4], [1.2, 13.0, 3.8], [1.2, -2.4, -1.3], [0.0, -2.8, -0.5], [3.6, -0.2, -0.1], [-0.2, -2.0, 3.6], [-3.0, -0.5, -0.5], [-7.1, -6.1, -6.6], [-1.0, 3.5, -0.1], [2.3, -1.1, 1.4], [3.3, 0.1, -1.1]], "mulliken_spin": [2.568, 0.103, 0.005, -0.001, 0.012, 0.028, 0.056, 0.005, -0.035, 0.000, 0.006, 0.000, -0.002, 0.093, -0.067, 0.073, 0.068, 0.789, 0.004, -0.004, -0.003, 0.004, -0.002, -0.030, 0.002, -0.002, -0.020, 0.048, 0.042, -0.014, 0.009, 0.007, 0.203, -0.004, 0.004, 0.002, 0.012, 0.031, 0.021, -0.005, 0.001, -0.001, 0.000, -0.001, 0.001, -0.003, 0.002, 0.000, -0.001, 0.000, -0.001, 0.000, -0.004, -0.002, -0.001, 0.001]}

---

Per-record energy relative to the best compared isomer or geometry (same formula, charge and spin), kcal/mol: 0.0 767.7
Per-record E_tot, eV: -207147.4033 -95743.5283